A 9-piece molecular cluster, C36H99N9O9 overall at a distorted geometry, computed with the ωB97M-V functional and the def2-TZVPD basis.

Last column: Löwdin charge in e.
CARTESIAN COORDINATES (ANGSTROEM)
C (2.2805, -5.2962, 3.8568)  -0.134
O (3.1893, -4.2385, 3.7893)  -0.174
C (2.6932, -3.1647, 2.9782)  -0.183
C (3.5992, -1.9382, 3.2337)  -0.375
C (3.4574, -1.1607, 4.5397)  -0.042
N (3.3782, -1.0156, 2.0959)  0.021
H (2.4209, -5.8638, 4.7767)  0.082
H (2.6224, -6.0204, 3.1174)  0.084
H (1.2181, -5.0638, 3.7842)  0.081
H (2.6969, -3.4400, 1.9236)  0.112
H (1.6706, -2.8902, 3.2372)  0.113
H (4.6530, -2.2029, 3.1468)  0.130
H (4.4548, -0.7445, 4.6816)  0.078
H (3.2817, -1.7443, 5.4434)  0.078
H (2.6991, -0.3784, 4.5713)  0.051
H (3.0412, -1.4136, 1.2310)  0.043
H (2.6243, -0.3827, 2.3218)  0.014
C (0.2588, -4.8867, -0.2933)  -0.125
O (-1.0311, -4.4679, -0.2726)  -0.191
C (-1.7822, -4.8005, 0.8228)  -0.229
C (-3.1385, -4.0814, 0.8752)  -0.439
C (-3.9351, -4.6143, -0.2975)  -0.064
N (-2.9935, -2.6605, 0.8503)  0.086
H (0.8412, -4.3472, -1.0402)  0.080
H (0.2166, -5.9179, -0.6441)  0.095
H (0.8655, -4.8659, 0.6120)  0.081
H (-1.9006, -5.8839, 0.8038)  0.126
H (-1.2826, -4.5555, 1.7601)  0.118
H (-3.7614, -4.4090, 1.7076)  0.136
H (-4.9942, -4.3968, -0.1593)  0.081
H (-3.9414, -5.7042, -0.2840)  0.079
H (-3.4578, -4.2996, -1.2255)  0.082
H (-2.2039, -2.4096, 1.4278)  0.054
H (-2.7259, -2.4712, -0.1051)  0.057
C (-0.8383, -1.5421, -1.8424)  -0.113
O (-1.1038, -0.7577, -0.7326)  -0.188
C (-0.1336, -0.8672, 0.2904)  -0.170
C (-0.0742, 0.3812, 1.2014)  -0.393
C (0.5643, 1.5706, 0.4900)  -0.039
N (0.7522, 0.1421, 2.3471)  0.049
H (0.0919, -1.2485, -2.3287)  0.073
H (-1.5937, -1.4009, -2.6155)  0.077
H (-0.7756, -2.6105, -1.6361)  0.073
H (-0.1739, -1.7518, 0.9260)  0.109
H (0.8789, -0.9845, -0.0961)  0.118
H (-1.0586, 0.6998, 1.5444)  0.108
H (0.5158, 2.5149, 1.0323)  0.059
H (0.2013, 1.7063, -0.5288)  0.071
H (1.6329, 1.4604, 0.3056)  0.064
H (0.2531, -0.5520, 2.8849)  0.032
H (0.6261, 0.9416, 2.9513)  0.043
C (4.3824, 5.0566, -4.3743)  -0.154
O (3.1370, 4.6147, -4.7119)  -0.204
C (2.6381, 3.4341, -4.0516)  -0.137
C (1.2938, 3.1477, -4.8241)  -0.411
C (0.4170, 2.0987, -4.1945)  -0.066
N (1.5753, 2.6977, -6.2062)  0.021
H (4.4706, 6.1195, -4.5990)  0.084
H (5.0820, 4.5421, -5.0331)  0.091
H (4.6965, 5.0249, -3.3310)  0.083
H (3.3358, 2.5990, -4.1138)  0.115
H (2.4393, 3.6894, -3.0108)  0.123
H (0.8343, 4.1071, -5.0621)  0.133
H (0.8437, 1.0957, -4.1998)  0.079
H (-0.5133, 2.2015, -4.7532)  0.063
H (0.1702, 2.2868, -3.1496)  0.069
H (1.9970, 3.4977, -6.6560)  0.059
H (0.7436, 2.6243, -6.7744)  0.062
C (-4.4686, 0.1512, -6.9085)  -0.096
O (-3.0794, -0.2398, -6.6801)  -0.183
C (-3.0492, -1.6711, -6.5274)  -0.233
C (-1.6733, -2.2137, -6.4211)  -0.456
C (-1.7413, -3.7392, -6.1437)  -0.056
N (-0.9950, -1.5278, -5.3365)  0.069
H (-4.9776, -0.1317, -7.8299)  0.087
H (-4.4566, 1.2408, -6.8812)  0.078
H (-5.1096, -0.0456, -6.0491)  0.081
H (-3.5729, -1.9423, -5.6107)  0.130
H (-3.4488, -2.2392, -7.3675)  0.132
H (-1.1673, -2.1337, -7.3832)  0.137
H (-1.8716, -4.2876, -7.0767)  0.072
H (-2.5515, -4.0173, -5.4697)  0.072
H (-0.8310, -4.0963, -5.6621)  0.072
H (-0.0185, -1.4028, -5.5622)  0.074
H (-1.3719, -0.6028, -5.4863)  0.053
C (2.1067, 2.9095, 3.6455)  -0.070
O (0.6788, 3.1437, 3.4085)  -0.235
C (0.1006, 4.0577, 4.3519)  -0.194
C (-1.3709, 4.2470, 3.8415)  -0.429
C (-1.3746, 4.9211, 2.4251)  -0.040
N (-2.0672, 5.0262, 4.8181)  0.040
H (2.6283, 3.8638, 3.7180)  0.086
H (2.5401, 2.2436, 2.8993)  0.076
H (2.3156, 2.4308, 4.6023)  0.073
H (0.0907, 3.6139, 5.3473)  0.101
H (0.6157, 5.0071, 4.4980)  0.124
H (-1.7655, 3.2423, 3.6898)  0.115
H (-0.8011, 4.3469, 1.6974)  0.061
H (-0.9441, 5.8966, 2.6512)  0.076
H (-2.3634, 5.0596, 1.9879)  0.064
H (-1.8439, 4.5569, 5.6842)  0.063
H (-1.7371, 5.9784, 4.8858)  0.075
C (0.4501, -0.0340, 7.9824)  -0.069
O (-0.3324, -0.3216, 6.8057)  -0.198
C (-0.4535, 0.6314, 5.7402)  -0.177
C (-1.5252, 0.0702, 4.7963)  -0.421
C (-2.9032, -0.0349, 5.4420)  -0.046
N (-1.1479, -1.2291, 4.1986)  0.055
H (0.7367, -0.9981, 8.4024)  0.084
H (-0.0733, 0.5256, 8.7576)  0.083
H (1.3705, 0.4463, 7.6503)  0.082
H (-0.9527, 1.5815, 5.9309)  0.112
H (0.5048, 0.8260, 5.2585)  0.102
H (-1.5632, 0.8176, 4.0038)  0.112
H (-3.6209, -0.4102, 4.7125)  0.080
H (-3.2781, 0.9332, 5.7743)  0.082
H (-2.9103, -0.7302, 6.2814)  0.083
H (-2.0436, -1.6669, 4.0364)  0.064
H (-0.8991, -1.7738, 5.0119)  0.074
C (2.8055, -1.9920, -3.0779)  -0.127
O (3.2756, -0.7886, -2.5755)  -0.206
C (4.2156, -0.8061, -1.5333)  -0.169
C (4.5331, 0.6706, -0.9798)  -0.399
C (5.4187, 1.5481, -1.9132)  -0.055
N (5.2232, 0.5765, 0.2932)  0.030
H (3.6265, -2.6865, -3.2560)  0.088
H (2.3313, -1.8875, -4.0538)  0.083
H (2.0600, -2.4482, -2.4265)  0.062
H (3.8061, -1.4332, -0.7413)  0.095
H (5.0764, -1.3604, -1.9074)  0.122
H (3.5364, 1.0978, -0.8696)  0.103
H (6.4497, 1.1992, -1.8555)  0.076
H (5.3349, 2.5986, -1.6346)  0.069
H (5.0742, 1.3213, -2.9221)  0.061
H (5.5505, 1.5093, 0.5002)  0.063
H (4.6913, 0.0969, 1.0054)  0.011
C (-3.4782, 1.9188, -3.6946)  -0.069
O (-3.8927, 2.2252, -2.3341)  -0.180
C (-3.4668, 1.2534, -1.3985)  -0.195
C (-3.9524, 1.6290, 0.0395)  -0.415
C (-3.2124, 2.7306, 0.7193)  -0.070
N (-3.8947, 0.4614, 0.9214)  0.046
H (-3.7644, 0.9181, -4.0183)  0.070
H (-2.3917, 1.8336, -3.6796)  0.055
H (-3.8091, 2.6528, -4.4294)  0.091
H (-3.8061, 0.2579, -1.6848)  0.116
H (-2.3877, 1.1438, -1.5058)  0.103
H (-5.0198, 1.8492, 0.0196)  0.135
H (-3.3979, 2.8015, 1.7910)  0.082
H (-3.4386, 3.6622, 0.2004)  0.088
H (-2.1759, 2.4381, 0.5511)  0.065
H (-4.0772, -0.3141, 0.3006)  0.038
H (-2.9488, 0.2354, 1.1941)  0.027

Computed properties:
LUMO level in Eh: 0.0192
Charge: 0
HOMO-LUMO gap in Ha: 0.328
SMILES: COC[C@H](C)N.COC[C@H](C)N.COC[C@H](C)N.COC[C@H](C)N.COC[C@H](C)N.COC[C@H](C)N.COC[C@H](C)N.COC[C@H](C)N.COC[C@H](C)N